[1]
{"formula": "H80O40", "method": "ωB97M-V/def2-TZVPD", "relative_energy_ev": 11.539, "homo_energy_ha": -0.377, "orbital_gap_ev": 9.817, "spin_multiplicity": 1, "charge": 0, "e_lumo_ev": -0.45, "species": ["H", "H", "O", "H", "H", "O", "H", "H", "O", "H", "H", "O", "H", "H", "O", "H", "O", "H", "O", "H", "H", "O", "H", "H", "O", "H", "H", "O", "H", "H", "O", "H", "O", "H", "H", "O", "H", "H", "O", "H", "H", "O", "H", "H", "O", "H", "H", "O", "H", "H", "O", "H", "O", "H", "H", "O", "H", "O", "H", "H", "O", "H", "H", "O", "H", "H", "O", "H", "H", "O", "H", "H", "O", "H", "H", "O", "H", "H", "O", "H", "H", "O", "H", "H", "O", "H", "H", "O", "H", "O", "H", "H", "O", "H", "H", "H", "H", "H", "H", "O", "H", "H", "O", "H", "H", "O", "H", "H", "O", "H", "H", "O", "H", "H", "O", "H", "H", "O", "H", "H"], "positions_angstrom": [[-2.492019, 2.238962, -4.283059], [-2.411171, 2.547796, -5.723644], [-1.962344, 2.083636, -5.001092], [-5.936742, 0.381064, 3.146319], [-6.075835, 1.893786, 2.842704], [-5.546070, 1.216057, 3.385617], [2.224644, -4.255110, -4.094080], [0.881701, -4.088839, -4.628238], [1.402698, -4.827038, -4.228501], [-2.638036, -0.054329, -3.106019], [-2.921934, 1.327376, -2.438993], [-3.285902, 0.537996, -2.777941], [-1.146423, 1.009432, -0.614857], [-0.048771, 1.831813, -1.540061], [-0.199237, 1.079199, -0.949965], [5.493776, 3.669721, 0.297163], [4.639447, 3.744683, 0.597829], [-3.238709, -4.639178, 2.461358], [-2.726198, -4.391295, 1.653903], [3.052738, 0.901945, -2.763070], [1.592857, 0.758723, -2.873940], [2.331813, 0.564189, -2.235445], [3.723970, -2.791367, 1.542828], [2.943603, -1.703444, 0.910553], [3.194728, -2.664297, 0.760964], [-1.608835, 2.277537, 1.421743], [-0.067098, 2.353340, 1.313597], [-0.931050, 2.909885, 1.024882], [-0.688515, -2.909523, 1.449318], [0.541545, -3.828242, 1.578356], [-0.227619, -3.509813, 2.077064], [-3.055287, 3.866437, -2.114868], [-2.577994, 3.062057, -2.388756], [-0.768026, -0.020381, -3.904796], [-0.889568, -0.314431, -5.325662], [-0.227566, -0.149567, -4.642829], [2.481625, -4.317052, -0.651442], [1.750704, -5.735589, -1.186912], [1.905531, -4.760793, -1.239530], [3.107370, 0.067352, 4.675489], [1.835522, 0.817966, 4.562664], [2.754439, 0.974965, 4.934648], [1.538751, 0.981347, -6.112953], [0.461277, 1.349644, -5.218287], [1.012414, 1.831889, -5.836076], [-1.906570, -1.934080, 3.876866], [-2.601385, -0.646233, 4.069463], [-2.640801, -1.516738, 3.498690], [-5.556459, -1.615673, 0.284364], [-3.951975, -1.593949, 0.237630], [-4.736006, -1.223835, 0.542383], [4.662726, 1.705778, 3.575908], [4.669966, 2.508794, 3.082822], [-4.772643, -0.482146, -1.531539], [-5.879860, 0.115226, -2.346353], [-5.686820, -0.029134, -1.428035], [-4.279251, 1.293675, -0.448548], [-3.441447, 1.762480, -0.217078], [3.138118, 5.732217, -0.700160], [3.225452, 4.461468, -1.538631], [3.240744, 5.396037, -1.571293], [5.851103, 2.357899, -3.114534], [4.630229, 1.871856, -2.504939], [5.287335, 2.519875, -2.347501], [-1.733647, -0.555932, 0.935590], [-2.595100, -0.509412, 2.250529], [-2.252228, -0.022501, 1.494222], [-6.075864, 0.557137, 0.557712], [-5.742904, 1.992226, 0.149873], [-6.416284, 1.400840, 0.741092], [6.292587, -0.943032, -1.062397], [5.468753, 0.530626, -0.939762], [5.500116, -0.414287, -1.148154], [4.977943, -2.250485, -1.819893], [3.776168, -1.884901, -2.341161], [4.505381, -2.410525, -2.678850], [1.362244, -4.633650, 3.579939], [0.939006, -4.467772, 4.908539], [1.762939, -4.839790, 4.504802], [-2.035879, 6.086441, -0.562738], [-3.043994, 5.983127, 0.607578], [-2.850434, 5.619151, -0.230038], [-0.297807, -0.843130, -0.193093], [-0.736066, -2.063068, -1.064773], [-1.081076, -1.383396, -0.515371], [-2.522811, 1.809894, 3.056861], [-3.739346, 1.048010, 3.343823], [-2.838172, 1.072183, 3.570157], [3.168890, 4.209429, -3.922404], [3.089246, 3.264643, -3.885460], [1.451340, -6.021310, 2.173173], [0.615709, -5.243411, 1.176855], [1.164358, -6.019746, 1.228937], [3.892867, 2.461301, 2.534027], [4.189220, 3.411453, -0.281702], [-2.876790, 1.188909, 0.411989], [-3.234315, -4.617656, 0.858073], [-2.830828, 2.544423, -1.614530], [2.636786, 3.132956, -4.798095], [1.394186, 3.047641, 4.424740], [2.192416, 2.655215, 4.080146], [1.994050, 3.701245, 4.947059], [-0.107936, -3.102744, -2.226110], [0.005374, -2.708761, -3.040123], [-0.000923, -4.028019, -2.307082], [0.088894, -2.529455, 5.896970], [0.491317, -1.767420, 6.357143], [-0.857303, -2.465020, 5.714775], [0.173132, 3.457924, -2.123175], [1.117932, 3.373623, -2.371845], [-0.246415, 4.183640, -2.582757], [4.549136, -0.595184, 1.613091], [5.216903, -1.125078, 0.962541], [4.526103, 0.136308, 0.980199], [-0.403019, 0.688526, 5.443174], [-0.954589, 1.382122, 5.924686], [-0.003411, 1.235596, 4.813376], [-2.857069, -4.806100, -1.263938], [-2.410336, -5.374451, -1.891514], [-2.251069, -4.550368, -0.552243]], "forces_ev_per_angstrom": [[-2.06, 0.74, 3.23], [0.35, -0.22, 0.15], [1.73, -0.44, -3.53], [-0.25, -0.43, -0.26], [1.26, -1.73, 0.87], [-0.99, 1.95, -0.51], [-0.99, -1.66, 0.32], [-0.03, -1.22, 0.10], [0.98, 2.79, -0.55], [1.01, -0.49, -0.17], [0.96, 0.83, 0.12], [-2.19, -1.59, -0.54], [1.95, 0.89, -1.23], [-0.89, 0.58, 0.46], [-1.11, -1.48, 0.65], [3.62, -0.05, -0.60], [-4.64, -1.07, -2.21], [0.44, 0.28, -1.33], [-0.59, -0.22, 0.41], [0.49, 0.02, -0.23], [0.62, -0.45, 1.17], [-1.10, 0.31, -1.07], [0.32, -0.42, 0.46], [0.42, -1.65, -0.53], [-1.06, 1.37, -0.19], [1.09, 1.29, -0.89], [-2.79, 2.11, -1.26], [1.67, -3.18, 2.36], [0.22, -0.55, 0.51], [-0.05, 1.05, 0.19], [0.36, 0.40, -0.62], [0.33, 0.04, -0.44], [-0.59, 1.27, -0.19], [-1.06, 0.61, 2.21], [0.16, 0.21, -0.29], [0.85, -1.26, -1.50], [1.03, -0.22, 1.45], [1.08, 1.57, 0.86], [-2.03, -1.33, -2.20], [-0.01, 1.56, 0.74], [1.35, 0.63, 1.09], [-0.85, -3.10, -1.64], [-1.03, 2.64, 0.29], [-0.98, 0.32, 0.60], [2.49, -2.37, -1.18], [1.96, -1.57, 0.30], [-0.36, -1.71, -1.65], [-1.59, 2.63, 1.99], [-0.06, -0.93, -0.72], [1.77, -1.58, -0.92], [-1.46, 2.08, 2.25], [-0.06, -0.92, 0.70], [0.40, 0.82, -0.09], [-2.08, 1.23, 0.42], [-0.47, 0.45, -0.78], [2.31, -1.37, -0.43], [1.31, -0.24, 0.35], [0.13, -0.52, 0.52], [-0.07, 0.16, 1.22], [-0.08, -1.27, 0.19], [0.05, 1.21, -1.70], [0.25, 0.42, 0.12], [-1.36, -0.73, -0.14], [1.32, 0.35, 0.35], [0.57, -1.65, -0.89], [0.26, -0.60, 0.12], [-0.24, 2.45, -0.91], [0.72, -2.04, -0.44], [-2.78, -1.89, 2.36], [1.51, 4.47, -1.60], [0.78, 1.15, 0.16], [1.33, -0.39, -0.04], [-1.50, -0.20, -0.03], [0.10, -0.88, -1.40], [-1.10, 0.24, -0.78], [0.55, 0.27, 1.82], [1.65, -0.54, 1.75], [1.11, -0.25, 0.82], [-2.76, 1.09, -2.50], [-1.29, -0.77, 0.77], [-0.20, 0.63, 1.43], [1.46, 0.08, -2.31], [-1.06, -0.89, -1.19], [0.80, -1.34, -1.11], [0.41, 1.92, 2.31], [0.48, 0.27, -0.01], [-2.69, 0.05, -0.29], [1.68, 0.71, 1.58], [0.44, 1.04, 0.52], [-1.51, -0.78, -2.66], [-0.27, -0.37, -1.01], [-0.65, -0.19, -0.32], [0.83, -0.40, 1.31], [-0.22, 0.15, -0.51], [1.03, 1.00, 2.73], [-1.72, 0.25, -0.74], [-0.46, -0.19, 0.86], [0.25, -0.14, 1.31], [0.64, -0.40, 2.12], [1.75, 2.63, 1.35], [0.29, -1.09, -0.86], [-2.33, -0.99, -0.66], [-1.01, 0.44, 2.65], [0.45, 1.18, -2.71], [0.77, -1.45, -0.18], [0.59, -0.54, -0.08], [-1.15, -0.29, -0.52], [0.47, 0.77, 0.59], [1.28, -0.59, 0.23], [-0.79, 0.63, -0.23], [0.10, -0.01, -0.33], [2.89, -1.21, -2.70], [-2.34, 1.21, 2.59], [-0.56, 0.57, 0.59], [-2.08, 0.16, 2.51], [0.92, -1.57, -0.76], [1.00, 1.42, -1.69], [-0.47, 0.44, 0.45], [0.33, -0.09, 0.17], [0.36, -0.27, -0.71]], "mulliken_charge": [0.287, 0.217, -0.451, 0.286, 0.342, -0.720, 0.341, 0.269, -0.625, 0.215, 0.321, -0.474, 0.079, 0.027, 0.352, 0.285, -0.496, 0.242, -0.494, 0.185, 0.092, -0.280, 0.259, 0.331, -0.547, 0.219, 0.326, -0.584, 0.134, 0.155, -0.333, 0.267, -0.475, 0.111, 0.305, -0.645, 0.173, 0.257, -0.433, 0.330, 0.212, -0.583, 0.335, 0.416, -0.678, 0.127, 0.422, -0.563, 0.294, 0.162, -0.484, 0.295, -0.559, 0.248, 0.287, -0.588, 0.163, -0.395, 0.310, 0.231, -0.575, 0.271, 0.145, -0.532, 0.038, 0.504, -0.003, 0.357, 0.380, -0.671, 0.273, 0.274, -0.543, 0.349, 0.257, -0.606, 0.277, 0.319, -0.658, 0.300, 0.278, -0.561, 0.186, 0.139, -0.785, 0.242, 0.433, -0.617, 0.287, -0.491, 0.314, 0.335, -0.588, 0.229, 0.210, -0.064, 0.273, 0.163, 0.270, -0.567, 0.327, 0.306, -0.206, 0.007, 0.211, -0.567, 0.270, 0.313, -0.354, 0.215, 0.173, -0.597, 0.401, 0.204, -0.488, 0.307, 0.178, -0.635, 0.283, 0.310]}

***

[2]
{"formula": "C28H29Cl5N6S2Sr", "method": "ωB97M-V/def2-TZVPD", "relative_energy_ev": 2.817, "homo_energy_ha": -0.245, "orbital_gap_ev": 5.191, "spin_multiplicity": 1, "charge": 0, "e_lumo_ev": -1.49, "species": ["Sr", "C", "S", "C", "S", "N", "N", "C", "C", "C", "C", "C", "C", "N", "H", "H", "H", "H", "H", "H", "H", "H", "Cl", "C", "C", "C", "Cl", "C", "Cl", "C", "Cl", "C", "Cl", "N", "C", "C", "C", "N", "C", "C", "N", "C", "H", "H", "H", "H", "H", "H", "H", "H", "H", "H", "H", "H", "H", "H", "H", "H", "C", "C", "C", "C", "C", "C", "C", "C", "H", "H", "H", "H", "H"], "positions_angstrom": [[-1.740488, -1.401395, 0.554110], [-3.491748, 1.687085, 5.371409], [-2.077446, 0.605752, 5.630295], [-1.705634, -0.028001, 4.009188], [-2.475217, 0.649256, 2.615696], [-0.828254, -0.970082, 4.102636], [-0.409976, -1.537693, 2.893308], [0.746715, -2.080317, 3.009925], [1.447343, -2.778001, 1.941164], [2.672427, -3.287484, 2.212589], [3.468982, -3.898468, 1.159435], [2.963614, -4.072009, -0.060637], [1.544793, -3.725554, -0.365629], [0.837784, -2.953137, 0.702111], [-3.634797, 2.211971, 6.314847], [-4.391545, 1.125421, 5.131004], [-3.296922, 2.404005, 4.580639], [1.263997, -2.023818, 3.967846], [3.066695, -3.217859, 3.216400], [4.494576, -4.168836, 1.375706], [3.569881, -4.471676, -0.863445], [0.981624, -4.635415, -0.620472], [-4.896581, 0.265461, 0.211415], [-4.717934, -0.724695, -1.244519], [-3.526678, -1.408340, -1.386940], [-3.453605, -2.177968, -2.534570], [-1.970546, -3.086742, -2.805118], [-4.462733, -2.275621, -3.485976], [-4.289859, -3.260897, -4.891235], [-5.637651, -1.551099, -3.285677], [-6.913677, -1.630088, -4.441313], [-5.774502, -0.760442, -2.146222], [-7.223210, 0.139032, -1.885630], [3.085687, 5.170252, 0.956516], [2.146544, 3.971241, 0.915389], [0.859494, 4.320938, 1.636409], [-0.038805, 3.073099, 1.670820], [0.615479, 2.077032, 2.523417], [-0.248255, 2.564288, 0.241464], [1.054108, 2.295327, -0.535172], [1.886604, 1.199401, -0.069079], [1.904612, 3.582322, -0.525973], [3.309123, 5.430687, 1.917494], [2.651692, 5.975229, 0.501717], [3.954590, 4.958995, 0.463531], [2.677290, 3.179481, 1.444519], [0.344903, 5.128073, 1.104379], [1.058140, 4.660606, 2.657416], [-1.019535, 3.365754, 2.067922], [0.050839, 1.227604, 2.489855], [0.550071, 2.375994, 3.492774], [-0.828784, 3.326532, -0.290645], [-0.882928, 1.677265, 0.236991], [0.793853, 2.093627, -1.578667], [1.532433, 0.289580, -0.377168], [1.866922, 1.157755, 0.944149], [1.376335, 4.394582, -1.037819], [2.841932, 3.379347, -1.045704], [0.616344, -1.837668, -0.279639], [1.227311, -2.551340, -1.258146], [1.380744, -2.349385, -2.683905], [1.109762, -1.105283, -3.260531], [1.202730, -0.923189, -4.626217], [1.581161, -1.977433, -5.451314], [1.867439, -3.211341, -4.890388], [1.768954, -3.395860, -3.520441], [0.806879, -0.282523, -2.619624], [0.971511, 0.042975, -5.056538], [1.645983, -1.836538, -6.521759], [2.160489, -4.039497, -5.522592], [1.978935, -4.370249, -3.095768]], "forces_ev_per_angstrom": [[-0.08, -0.03, 0.37], [-0.04, -0.01, -0.04], [0.07, 0.03, 0.03], [-0.17, -0.06, -0.01], [0.06, -0.13, -0.04], [0.13, 0.06, -0.15], [0.20, 0.00, 0.21], [-0.15, 0.04, -0.06], [0.29, -0.07, 0.25], [-0.37, 0.16, -0.06], [0.04, 0.00, -0.07], [0.06, -0.03, 0.09], [-0.18, -0.13, 0.01], [-0.17, -0.06, -0.17], [0.01, -0.01, 0.04], [0.03, -0.02, -0.01], [0.02, 0.05, -0.02], [-0.03, 0.03, -0.01], [0.00, 0.02, 0.03], [0.01, -0.01, -0.01], [0.01, -0.03, -0.05], [0.05, 0.02, -0.02], [0.00, -0.06, -0.13], [0.01, 0.15, 0.19], [-0.28, -0.10, -0.23], [0.17, -0.05, 0.00], [-0.04, -0.01, 0.05], [-0.07, 0.04, -0.02], [0.00, -0.01, -0.02], [-0.01, 0.01, -0.01], [-0.01, -0.01, -0.01], [0.00, -0.04, -0.07], [-0.02, 0.01, 0.00], [0.04, 0.05, -0.02], [-0.01, -0.03, 0.02], [0.00, -0.04, -0.04], [-0.06, 0.06, 0.04], [-0.06, -0.03, -0.03], [0.03, 0.02, -0.11], [-0.03, 0.07, -0.10], [0.02, -0.17, 0.05], [-0.08, -0.03, 0.03], [-0.01, 0.00, 0.01], [-0.01, -0.01, -0.01], [0.00, -0.01, 0.00], [-0.02, -0.02, -0.01], [-0.02, 0.04, -0.01], [0.01, -0.01, 0.05], [0.07, -0.02, -0.04], [0.05, 0.00, 0.00], [0.01, -0.02, 0.00], [0.04, 0.02, -0.03], [0.10, -0.08, 0.18], [0.01, 0.02, 0.07], [0.01, 0.17, 0.01], [-0.01, -0.02, 0.04], [-0.03, 0.03, -0.02], [0.05, -0.03, -0.02], [0.37, 0.23, 0.06], [0.06, 0.05, 0.03], [-0.05, 0.00, -0.08], [-0.03, 0.07, 0.03], [0.01, -0.01, -0.04], [-0.01, 0.03, -0.03], [0.01, 0.00, -0.07], [0.01, 0.02, 0.06], [0.00, -0.08, -0.02], [0.00, 0.02, -0.02], [0.01, 0.01, -0.02], [0.00, -0.01, -0.02], [0.00, -0.02, 0.03]], "mulliken_charge": [1.887, -0.770, -0.088, 0.323, -0.591, -1.032, 0.377, -0.948, 0.730, -0.350, -0.557, -0.667, -0.148, 0.393, 0.347, 0.263, 0.209, 0.266, 0.369, 0.411, 0.330, 0.442, -0.271, 1.629, -2.494, 1.408, -0.219, -0.698, -0.191, 0.947, -0.203, -0.724, -0.191, -0.136, -0.126, -1.252, 0.289, -0.451, -0.727, 0.177, -0.649, -1.358, 0.384, 0.376, 0.388, 0.277, 0.409, 0.477, 0.344, -0.188, 0.342, 0.557, -0.042, 0.547, -0.230, 0.480, 0.387, 0.567, -1.646, 0.273, 0.584, 0.310, -0.638, -0.452, -0.782, -0.477, 0.248, 0.390, 0.389, 0.385, 0.380]}